Density functional theory data (wB97M-V/def2-TZVPD) for 2 unconnected molecules or ions with the total composition C3H8N2O in a non-equilibrium geometry.

As for the structure (SMILES): CC(C)=N.N=O. As for the LUMO energy: -0.6518 eV. As for the multiplicity: 1. The orbital gap is 8.6230 eV. Its energy is -8264.372 eV. The calculation puts the HOMO energy at -9.275 eV.

Each line ends with the Mulliken charge.
Atoms and positions in Å:
C 2.38 -0.63 0.03  -1.010
C 0.80 -0.60 -0.02  0.893
C 0.28 0.84 -0.16  -1.176
N 0.00 -1.56 0.04  -0.734
H 2.69 -1.60 -0.54  0.284
H 2.65 0.33 -0.32  0.317
H 2.78 -0.88 1.00  0.272
H 1.04 1.53 0.12  0.322
H -0.68 0.95 0.17  0.363
H 0.26 1.02 -1.32  0.253
H -1.06 -1.24 0.05  0.240
N -3.31 0.79 0.24  -0.008
O -3.77 -0.30 0.02  -0.231
H -4.09 1.36 0.69  0.217